a.
Molecular formula: C5H8O3
Method: DFT, ωB97M-V/def2-TZVPD

## Properties
**Structure (SMILES)**: CO/C=C/OC(C)=O
**LUMO level**: 0.5 eV

```
! wB97M-V def2-TZVPD RIJCOSX def2/J DEFGRID3
* xyz 0 1
O 0.3988 -2.5461 0.0729
O 0.2656 1.0867 0.3082
O -1.8279 0.8629 -0.6954
C 0.7551 -0.3188 -0.0815
C 1.5643 -2.4108 1.0863
C -0.3594 -1.2653 0.3948
C -0.7996 1.5446 -0.5514
C -0.5210 2.9702 -0.7743
H 0.5565 3.3448 -1.3147
H -0.1544 3.1965 0.3101
H -1.2448 3.6711 -1.3237
H 1.9484 -0.3906 -0.3935
H 2.6244 -2.3538 0.5051
H 1.4419 -3.3185 1.7615
H -1.5221 -0.9410 0.7352
H 1.8223 -1.5555 1.7909
*
```

Atomic partial charges in e from the Löwdin method, atoms 1 to 5: -0.24 -0.16 0.06 -0.02 -0.14



b.
Molecular formula: C5H8O3
Method: DFT, ωB97M-V/def2-TZVPD

## Properties
**Structure (SMILES)**: C/C=C(\O)OC(C)=O
**LUMO level**: 0.7 eV

```
! wB97M-V def2-TZVPD RIJCOSX def2/J DEFGRID3
* xyz 0 1
O 0.8291 2.5867 -1.9038
O -0.3956 1.4524 -0.5044
O -1.2458 1.0722 1.5298
C -0.7124 0.4858 0.4300
C 1.6398 0.3956 -1.4108
C 0.6906 1.5553 -1.3087
C -0.5944 -0.8332 0.3150
C -0.9968 -1.7715 1.4070
H 1.8153 -0.0592 -0.4385
H -1.7523 -2.4672 1.0452
H -0.1379 -2.3549 1.7372
H -1.3197 2.0204 1.3596
H 1.2227 -0.3505 -2.0824
H 2.5726 0.7583 -1.8344
H -0.2192 -1.2713 -0.5919
H -1.3960 -1.2189 2.2508
*
```

Atomic partial charges in e from the Löwdin method, atoms 1 to 5: 0.13 0.10 0.09 -0.38 0.01



It is a that is the least stable of them.



a.
Molecular formula: C4H6FN
Method: DFT, ωB97M-V/def2-TZVPD

## Properties
**Structure (SMILES)**: C=N/C(F)=C/C
**LUMO level**: 0.7 eV

```
! wB97M-V def2-TZVPD RIJCOSX def2/J DEFGRID3
* xyz 0 1
F -0.4551 -1.3042 -0.7299
N -1.5014 0.4581 0.2661
C 0.7793 0.3496 0.4064
C 2.2050 -0.1601 0.0965
C -2.6264 0.2725 -0.2601
C -0.3515 -0.1206 -0.0832
H 2.8912 0.5361 0.4106
H 0.6759 1.1331 1.0782
H 2.3161 -0.9863 0.7425
H -2.8285 -0.4546 -1.1090
H -3.5414 0.6254 0.0761
H 2.4368 -0.3490 -0.8941
*
```

Atomic partial charges in e from the Löwdin method, atoms 1 to 5: 0.07 0.04 -0.02 -0.05 -0.01



b.
Molecular formula: C4H6FN
Method: DFT, ωB97M-V/def2-TZVPD

## Properties
**Structure (SMILES)**: CC[C@@H](F)C#N
**LUMO level**: 0.9 eV

```
! wB97M-V def2-TZVPD RIJCOSX def2/J DEFGRID3
* xyz 0 1
F -0.4775 1.7725 -0.7471
N -2.4925 -0.7692 -0.2499
C -1.7508 0.0471 0.0434
C 0.5723 -0.0018 0.6346
C 0.8298 -0.8158 -0.6842
C -0.6160 0.9658 0.3599
H 1.4840 0.6490 0.6062
H 1.4351 -0.1654 -1.2636
H -0.8193 1.5591 1.2465
H 0.4828 -0.4386 1.6122
H 1.4615 -1.6686 -0.4091
H -0.1093 -1.1341 -1.1487
*
```

Atomic partial charges in e from the Löwdin method, atoms 1 to 5: 0.01 0.17 -0.18 -0.17 -0.08



It is a that is the least stable of them.



a.
Molecular formula: H9O4
Method: DFT, ωB97M-V/def2-TZVPD

## Properties
**LUMO level**: -3.4 eV

```
! wB97M-V def2-TZVPD RIJCOSX def2/J DEFGRID3
* xyz 1 1
O 2.7555 -0.4849 1.3542
O -0.6086 0.2778 -0.4106
O -1.4199 -1.8323 0.7579
O -0.7913 2.2507 -1.7700
H 0.2459 0.3248 0.0738
H 2.9780 -1.4322 1.2677
H -1.4321 -2.6692 0.2572
H 3.5625 -0.0160 1.5139
H -1.1050 2.6473 -0.9542
H -1.0367 -0.5544 -0.0398
H -0.6211 1.1539 -1.2694
H -1.0480 -2.0503 1.6287
H -1.4792 2.3848 -2.4094
*
```

Atomic partial charges in e from the Löwdin method, atoms 1 to 5: -0.06 0.06 0.00 0.17 0.13



b.
Molecular formula: H9O4
Method: DFT, ωB97M-V/def2-TZVPD

## Properties
**LUMO level**: -3.1 eV

```
! wB97M-V def2-TZVPD RIJCOSX def2/J DEFGRID3
* xyz 1 1
O 2.0977 -0.9554 -0.6047
O -1.7727 -1.5465 -0.4351
O -0.4959 2.5087 0.6384
O 0.1521 0.0764 0.5570
H -1.8115 -1.9376 -1.3138
H -2.5169 -1.9313 0.0323
H 0.2521 3.0617 0.3679
H -0.0075 1.0799 0.6309
H -0.7289 -0.3610 0.5857
H 2.9619 -1.2835 -0.3519
H -0.9300 2.9792 1.3543
H 0.8346 -0.5217 0.0726
H 1.9651 -1.1689 -1.5337
*
```

Atomic partial charges in e from the Löwdin method, atoms 1 to 5: 0.02 -0.03 0.02 0.16 0.07



c.
Molecular formula: H9O4
Method: DFT, ωB97M-V/def2-TZVPD

## Properties
**LUMO level**: -3.3 eV

```
! wB97M-V def2-TZVPD RIJCOSX def2/J DEFGRID3
* xyz 1 1
O 0.1463 0.0444 -0.2182
O -1.3155 -1.3215 1.5466
O -1.3828 0.5647 -2.4310
O 2.3976 1.2088 0.9910
H -0.4844 -0.4490 0.4658
H 3.1134 0.5201 0.8890
H -2.2378 0.4132 -2.8157
H -0.8547 0.1597 -3.1305
H -1.7862 -2.1463 1.3710
H -0.4810 0.2221 -1.0688
H 0.9714 0.4307 0.3094
H 2.7827 1.7899 1.7198
H -0.8689 -1.4369 2.3716
*
```

Atomic partial charges in e from the Löwdin method, atoms 1 to 5: 0.10 0.01 0.00 -0.07 0.11



It is a that is the least stable of them.



a.
Molecular formula: H9O4
Method: DFT, ωB97M-V/def2-TZVPD

## Properties
**LUMO level**: -4.1 eV

```
! wB97M-V def2-TZVPD RIJCOSX def2/J DEFGRID3
* xyz 1 1
O 1.8570 -0.3040 -0.2775
O -0.3593 0.5640 -0.7631
O -1.9606 -1.3042 -0.2560
O 0.5954 0.9586 1.3836
H -2.0643 -1.6491 0.6824
H -2.6067 -1.7984 -0.9225
H 2.6656 -0.0642 -0.5582
H -0.7113 1.1921 -1.3921
H -1.1296 -0.3490 -0.5992
H 0.6174 1.6182 2.0474
H 1.4362 0.3690 0.7055
H -0.0156 1.2283 0.2114
H 0.7494 0.1376 -0.8712
*
```

Atomic partial charges in e from the Löwdin method, atoms 1 to 5: -0.07 0.06 0.03 -0.11 0.16



b.
Molecular formula: H9O4
Method: DFT, ωB97M-V/def2-TZVPD

## Properties
**LUMO level**: -3.5 eV

```
! wB97M-V def2-TZVPD RIJCOSX def2/J DEFGRID3
* xyz 1 1
O 0.6506 0.1799 0.7599
O 1.5575 -2.1888 -0.0049
O -0.4029 1.6367 -1.9842
O -1.7922 0.2095 1.1127
H 0.9260 0.8608 0.1244
H -2.2179 0.1474 1.9825
H -0.8286 2.4436 -2.2889
H 1.2337 -2.5172 0.8440
H -0.3543 0.3557 1.0336
H 2.0980 -2.9048 -0.3578
H 1.0250 -0.7139 0.6117
H -2.2091 1.0164 0.7682
H 0.3143 1.4748 -2.6013
*
```

Atomic partial charges in e from the Löwdin method, atoms 1 to 5: 0.22 -0.02 -0.05 0.04 0.15



It is a that is the least stable of them.



a.
Molecular formula: C4H2Cl2
Method: DFT, ωB97M-V/def2-TZVPD

## Properties
**LUMO level**: -1.7 eV

```
! wB97M-V def2-TZVPD RIJCOSX def2/J DEFGRID3
* xyz 0 1
Cl 1.7239 0.4304 1.3122
Cl -0.4244 2.3850 0.7697
C 0.0819 0.6636 0.8418
C 0.0647 -1.3769 -0.9491
C -0.1048 -0.0929 -0.7839
C -0.4643 -2.5222 -0.9182
H -0.4773 -0.0533 1.3247
H -0.3997 0.5664 -1.5973
*
```

Atomic partial charges in e from the Löwdin method, atoms 1 to 5: 0.61 0.55 -1.06 -0.28 -0.06



b.
Molecular formula: C4H2Cl2
Method: DFT, ωB97M-V/def2-TZVPD

## Properties
**Structure (SMILES)**: ClC=C=C=CCl
**LUMO level**: -0.3 eV

```
! wB97M-V def2-TZVPD RIJCOSX def2/J DEFGRID3
* xyz 0 1
Cl 3.4432 0.6342 -0.0604
Cl -3.1027 1.3121 -0.0460
C 0.5899 0.1856 -0.0705
C -1.9435 0.0989 -0.1007
C 1.9050 -0.2161 -0.0431
C -0.6673 0.2733 -0.0881
H -2.1915 -1.0230 0.1516
H 1.9668 -1.2648 0.2571
*
```

Atomic partial charges in e from the Löwdin method, atoms 1 to 5: 0.57 0.66 -0.07 -0.64 -0.55



It is a that is the least stable of them.



a.
Molecular formula: C2H12NO3
Method: DFT, ωB97M-V/def2-TZVPD

## Properties
**LUMO level**: -2.9 eV

```
! wB97M-V def2-TZVPD RIJCOSX def2/J DEFGRID3
* xyz 1 1
O -0.5053 0.1051 -2.8205
O -1.7397 -1.9342 1.9243
O 0.7324 2.0390 -0.1678
N -0.4754 -0.2518 -0.0151
C 1.6262 1.0403 0.2872
C 0.7422 -0.0641 0.8359
H 1.2033 -1.0309 0.9751
H 2.1937 1.4028 1.1385
H 1.2148 2.7146 -0.6550
H -1.0564 -0.9052 0.5310
H 0.4004 0.2658 1.8066
H 2.2375 0.6764 -0.5337
H -0.9507 0.6432 -0.1086
H -0.2181 -0.4384 -3.5641
H -0.9336 0.8774 -3.2062
H -0.2568 -0.6327 -0.9360
H -2.5118 -2.4323 1.6316
H -1.7027 -2.0750 2.8769
*
```

Atomic partial charges in e from the Löwdin method, atoms 1 to 5: -0.04 -0.04 -0.06 0.18 -0.22



b.
Molecular formula: C2H12NO3
Method: DFT, ωB97M-V/def2-TZVPD

## Properties
**LUMO level**: -4.5 eV

```
! wB97M-V def2-TZVPD RIJCOSX def2/J DEFGRID3
* xyz 1 1
O 0.0776 -3.1256 2.1659
O -0.0771 0.9292 2.4452
O -0.7254 -0.0181 -3.4003
N 0.5797 1.2426 -0.8767
C -0.6516 0.5673 -0.5991
C 1.6335 0.9877 -0.2190
H 0.5288 1.8170 -1.6912
H -1.1014 -0.0002 -1.3818
H 1.6082 0.1501 0.4589
H 0.2802 0.3660 3.1362
H 2.4839 1.6505 -0.2572
H -0.8937 0.1596 0.3764
H -1.4526 1.3191 -0.4760
H -0.1537 -2.9568 3.0869
H -0.7661 1.5134 2.7643
H 0.3701 -4.0435 2.2141
H -0.2312 -0.7279 -3.8210
H -1.5092 0.1696 -3.9257
*
```

Atomic partial charges in e from the Löwdin method, atoms 1 to 5: -0.07 -0.05 -0.05 0.04 -0.06



c.
Molecular formula: C2H12NO3
Method: DFT, ωB97M-V/def2-TZVPD

## Properties
**LUMO level**: -3.2 eV

```
! wB97M-V def2-TZVPD RIJCOSX def2/J DEFGRID3
* xyz 1 1
O 0.6818 2.3877 -1.9265
O -0.5487 -0.3147 -2.5436
O -0.6038 -0.6647 2.6173
N -0.1851 0.5654 0.3752
C 0.3449 -1.4179 1.8665
C 0.2859 -0.8323 0.4588
H 1.3244 -1.2767 2.3369
H 1.2698 -0.8029 -0.0004
H 0.3540 1.1515 0.9586
H 1.5553 2.0021 -1.8536
H 0.2036 -2.4962 1.8048
H -1.3395 -0.4727 -3.0757
H -0.3110 -1.5215 -0.1277
H -1.0802 0.6052 0.8780
H -0.6231 -0.9901 3.5237
H 0.1057 1.8029 -2.4334
H 0.0309 -0.9603 -2.9637
H -0.1376 1.0033 -0.5530
*
```

Atomic partial charges in e from the Löwdin method, atoms 1 to 5: -0.04 -0.04 -0.06 0.20 -0.21



It is b that is the least stable of them.